(1)
63
Properties=species:S:1:pos:R:3:lowdin_charge:R:1 method="wB97M-V/def2-TZVPD" homo_energy_ev=0.19 molar_mass_g_mol=546.75 gap_ev=4.383 charge=-2
C -1.1851 1.0623 -3.3039 -0.386
C -1.3345 -0.3192 -3.6697 -0.314
C -0.0589 -0.9357 -3.6149 -0.295
C -2.5666 -0.9534 -4.1741 -0.124
C 0.8946 0.0371 -3.1865 -0.260
C 0.2254 1.2728 -2.9921 -0.299
C 0.8884 2.5744 -2.7720 -0.065
C -2.1797 2.1129 -3.6518 -0.087
C 0.2310 -2.3198 -4.0425 -0.074
C 2.3517 -0.1671 -3.0570 -0.057
Ti -1.2600 0.5503 -1.0788 0.620
Cl -2.2143 -2.2192 -1.4558 -0.171
Cl -3.4554 0.3509 -0.6451 0.046
Cl 0.0115 -1.5124 -0.5737 0.101
H -3.4110 -0.2636 -4.1653 0.063
H -2.8509 -1.7877 -3.4905 -0.034
H -2.4424 -1.3881 -5.1724 0.069
H -0.4718 -3.0178 -3.5653 0.055
H 1.2431 -2.6107 -3.7401 0.059
H 0.1560 -2.4389 -5.1384 0.072
H 2.5934 -1.2248 -2.8728 0.068
H 2.7407 0.4227 -2.2133 0.063
H 2.8683 0.1448 -3.9824 0.076
H 1.7448 2.4824 -2.0875 0.076
H 0.1798 3.3073 -2.3694 0.060
H 1.2635 2.9259 -3.7432 0.075
H -3.1867 1.8541 -3.2859 0.060
H -2.2363 2.2168 -4.7512 0.077
H -1.8915 3.0859 -3.2319 0.064
O -1.3986 2.3970 -0.9139 -0.385
H -1.0869 2.9215 -0.1674 0.025
C 0.7000 -3.9539 2.7695 -0.068
C -0.2737 -2.8091 2.6501 -0.263
C -1.4979 -3.0435 2.0331 -0.096
C -2.4245 -2.0134 1.8903 -0.138
C -2.1265 -0.7584 2.3777 -0.071
C -0.8730 -0.4759 2.9393 -0.220
N -0.6611 0.8333 3.3834 0.085
C 0.5014 1.6090 3.3480 -0.212
C 0.7403 2.4942 4.4232 -0.052
C 1.9508 3.1771 4.5669 -0.123
C 2.9693 2.9156 3.6395 -0.122
C 2.7385 2.0460 2.5597 -0.028
C 1.4721 1.4937 2.3223 -0.077
C 1.1438 0.9557 0.9446 -0.581
O 2.0826 0.5611 0.2463 -0.011
O -0.1130 0.9867 0.5895 -0.234
C 0.0526 -1.5235 3.1201 -0.173
C 1.3662 -1.3065 3.8003 -0.040
H 1.6240 -3.7962 2.1919 0.088
H 0.9649 -4.1469 3.8179 0.064
H 0.2277 -4.8637 2.3854 0.066
H -1.6749 -4.0315 1.6066 0.103
H -3.3499 -2.1809 1.3470 0.080
H -2.8307 0.0695 2.2957 0.092
H -1.4977 1.3105 3.7181 0.141
H -0.1004 2.6701 5.0971 0.098
H 2.1077 3.8173 5.4462 0.088
H 3.9754 3.2941 3.8269 0.081
H 3.5052 1.8724 1.8003 0.112
H 2.1736 -1.0878 3.0794 0.097
H 1.3044 -0.4811 4.5155 0.075
H 1.6608 -2.1945 4.3772 0.064


(2)
66
Properties=species:S:1:pos:R:3:lowdin_charge:R:1 method="wB97M-V/def2-TZVPD" homo_energy_ev=-3.35 molar_mass_g_mol=706.70 gap_ev=5.234 charge=-1
C 0.3199 -0.6498 -3.7738 -0.239
C -0.0732 -1.2011 -2.3944 -0.040
C 0.0370 0.8737 -3.7103 -0.023
C -0.9573 1.0537 -2.5486 -0.154
H -0.4257 1.1803 -4.6546 0.125
H 0.9715 1.4265 -3.5572 0.119
C -1.3046 -0.3618 -2.0367 -0.217
H 0.7560 -1.0037 -1.6985 0.146
H -0.2563 -2.2829 -2.4187 0.138
C -1.5831 -0.2144 -0.5623 -0.139
H -2.1642 -0.7595 -2.5907 0.159
H -1.8728 1.5338 -2.9237 0.145
C -0.5348 1.8279 -1.2410 -0.482
C 1.7057 -1.0489 -4.2557 -0.425
C -0.4679 -1.3669 -4.8787 -0.443
O -1.0663 -0.8466 -5.7972 0.126
O 2.5464 -1.6078 -3.5775 0.137
O 1.8679 -0.8026 -5.5735 -0.030
O -0.3733 -2.7023 -4.7301 -0.037
C -0.7465 -3.4799 -5.8691 -0.029
H -0.4557 -4.4982 -5.6168 0.095
H -0.1972 -3.1408 -6.7556 0.101
H -1.8245 -3.4137 -6.0474 0.098
C 3.1017 -1.2819 -6.1189 -0.034
H 3.9511 -0.7046 -5.7292 0.102
H 3.0131 -1.1502 -7.1979 0.093
H 3.2495 -2.3439 -5.8845 0.100
O -0.7562 0.8943 -0.1221 -0.310
H -1.3220 -1.1009 0.0302 0.126
H -2.6354 0.0571 -0.3839 0.135
C -1.4485 3.0373 -1.0374 -0.015
C 0.9246 2.2598 -1.1497 -0.015
H 1.1794 2.9358 -1.9748 0.088
H 1.6012 1.3955 -1.1651 0.097
H 1.0891 2.8106 -0.2117 0.095
H -1.3163 3.4519 -0.0286 0.092
H -2.5025 2.7539 -1.1665 0.090
H -1.2062 3.8199 -1.7695 0.094
Pb -0.2273 0.7681 2.4803 1.640
C -1.8796 -0.4478 5.1719 -0.203
C -2.5792 -0.2797 3.9370 -0.288
C -2.4248 -1.4901 3.1864 -0.264
H -3.1906 0.5819 3.6671 0.069
C -1.6217 -2.3791 3.9523 -0.183
C -1.2913 -1.7331 5.1736 -0.179
H -0.6925 -2.1438 5.9859 0.080
H -1.8440 0.2571 5.9969 0.081
H -2.8859 -1.7082 2.2226 0.059
H -1.3181 -3.3856 3.6667 0.073
C 2.3760 0.4073 4.1831 -0.266
C 1.8084 -0.4905 5.1251 -0.198
C 1.7693 -1.7819 4.5405 -0.184
H 1.4727 -0.2321 6.1279 0.085
C 2.2873 -1.6855 3.2202 -0.212
C 2.6727 -0.3321 2.9936 -0.286
H 3.1503 0.0690 2.0997 0.057
H 2.6077 1.4522 4.3720 0.074
H 1.3969 -2.6862 5.0191 0.073
H 2.3846 -2.5144 2.5197 0.062
F -0.1528 3.5058 6.7439 0.129
C -0.4145 3.9604 5.4911 -0.492
F -1.6336 4.5589 5.5133 0.125
F 0.5214 4.8964 5.1867 0.125
C -0.3843 2.7904 4.4455 -0.572
O -0.1179 1.6376 4.8820 -0.105
O -0.6128 3.0555 3.2179 -0.170


(3)
66
Properties=species:S:1:pos:R:3:lowdin_charge:R:1 method="wB97M-V/def2-TZVPD" homo_energy_ev=2.01 spin_multiplicity=7 molar_mass_g_mol=664.43 gap_ev=2.169 charge=-2
C 1.5520 2.9439 -0.4850 -0.257
C 1.4319 1.6540 0.3600 -0.070
C 0.7915 2.7295 -1.8015 -0.061
C 0.5488 1.1892 -1.9564 -0.261
H 1.4150 3.1200 -2.6136 0.110
H -0.1470 3.2993 -1.8025 0.112
C 1.4202 0.5782 -0.7180 -0.207
H 0.5087 1.6789 0.9616 0.122
H 2.2967 1.5971 1.0413 0.123
C 1.4289 -0.9213 -0.2871 -0.279
H 2.4302 0.6692 -1.1683 0.120
H 1.0770 0.8465 -2.8648 0.117
C -0.8710 0.9737 -2.2627 -0.433
C 1.0905 4.1939 0.2335 -0.427
C 3.0036 3.3390 -0.8144 -0.435
O 3.3682 3.7352 -1.9134 0.075
O 0.3073 4.2010 1.1699 0.106
O 1.6397 5.3119 -0.2729 -0.035
O 3.8764 3.2349 0.1987 -0.019
C 5.1525 3.7778 -0.1739 -0.057
H 5.7648 3.7419 0.7231 0.084
H 5.0202 4.8067 -0.5195 0.092
H 5.6006 3.1950 -0.9834 0.093
C 1.3357 6.4917 0.4658 -0.056
H 0.2577 6.6687 0.5033 0.093
H 1.8410 7.2991 -0.0576 0.084
H 1.7200 6.3962 1.4856 0.094
O 0.7871 -1.3985 0.8732 -0.429
H 2.4954 -1.1880 -0.1312 0.097
H 1.1179 -1.5284 -1.1642 0.109
C -1.2780 0.0504 -3.3258 -0.184
C -1.8963 1.5592 -1.3870 -0.167
H -2.3034 2.4939 -1.8151 0.027
H -1.4849 1.7994 -0.3950 0.057
H -2.7537 0.8816 -1.2477 0.053
H -2.1127 -0.5907 -3.0005 0.040
H -0.4536 -0.6146 -3.6211 0.057
H -1.6261 0.5841 -4.2291 0.023
Tb -0.8383 -2.5598 1.1565 1.506
C -1.2389 -5.1916 0.9690 -0.218
C -0.1144 -4.9236 0.1336 -0.210
C 0.9539 -4.4631 0.9629 -0.219
H -0.0474 -5.1199 -0.9405 0.098
C 0.4763 -4.4085 2.3130 -0.243
C -0.8713 -4.8967 2.3125 -0.238
H -1.5009 -5.0708 3.1844 0.091
H -2.1883 -5.6237 0.6558 0.094
H 1.9782 -4.2707 0.6346 0.098
H 1.0602 -4.1122 3.1845 0.094
C -3.1141 -1.5520 2.1851 -0.219
C -2.5971 -2.5400 3.0692 -0.247
C -1.3597 -2.0539 3.6051 -0.252
H -3.0844 -3.4862 3.2973 0.089
C -1.1195 -0.7579 3.0474 -0.216
C -2.2124 -0.4430 2.1721 -0.177
H -2.3856 0.5149 1.6715 0.097
H -4.0897 -1.5895 1.6986 0.096
H -0.7365 -2.5520 4.3504 0.092
H -0.2939 -0.0907 3.3000 0.097
F -3.8432 -3.5284 0.2109 -0.036
C -2.8318 -2.9532 -0.5526 -0.397
F -3.2468 -1.6491 -0.8314 -0.033
C -2.7910 -3.6933 -1.8799 -0.571
F -2.6624 -5.0301 -1.6778 0.100
F -3.9196 -3.4887 -2.6005 0.107
F -1.7345 -3.2660 -2.6357 0.103


(4)
60
Properties=species:S:1:pos:R:3:lowdin_charge:R:1 method="wB97M-V/def2-TZVPD" homo_energy_ev=-8.16 molar_mass_g_mol=406.53 smiles=COc1cccc(-c2cc(CC3(O)CCN(CCCc4ccccc4)CC3)on2)c1 gap_ev=8.789
C -6.6902 -2.6317 0.9447 -0.091
H -7.3960 -3.4453 1.1046 0.093
O -7.2499 -1.8367 -0.0711 -0.083
C -6.5761 -0.7245 -0.4779 -0.267
C -5.3528 -0.3095 0.0297 0.035
C -4.7533 0.8516 -0.4568 -0.163
C -5.3808 1.5952 -1.4515 -0.034
C -6.5979 1.1749 -1.9566 -0.069
C -7.1952 0.0259 -1.4795 -0.005
H -8.1445 -0.3155 -1.8607 0.117
H -7.0873 1.7484 -2.7293 0.106
H -4.9021 2.4916 -1.8101 0.108
C -3.4742 1.2976 0.0754 -0.232
N -2.9986 2.4925 -0.1897 0.124
O -1.8080 2.6111 0.4450 0.001
C -1.5364 1.4710 1.1089 -0.261
C -2.5617 0.5931 0.9121 0.056
H -2.6442 -0.4016 1.2949 0.112
C -0.2639 1.3666 1.8661 -0.030
H -0.2416 2.1356 2.6433 0.143
H -0.2229 0.3882 2.3411 0.119
C 0.9831 1.5931 0.9711 -0.506
C 2.2654 1.2526 1.7371 -0.085
C 2.4690 -0.2466 1.9241 -0.176
N 2.4555 -0.9258 0.6463 -0.169
C 1.1802 -0.7401 -0.0113 -0.165
C 0.9489 0.7372 -0.3031 -0.076
H 0.0004 0.8656 -0.8298 0.124
H 1.7537 1.0906 -0.9497 0.109
H 1.1895 -1.2855 -0.9565 0.118
H 0.3481 -1.1439 0.5992 0.125
C 2.8497 -2.3190 0.7307 -0.196
C 3.4635 -2.8273 -0.5747 -0.175
H 2.7824 -2.6343 -1.4034 0.096
H 3.5929 -3.9093 -0.4946 0.111
C 4.8232 -2.1857 -0.8728 -0.150
C 4.7313 -0.6992 -1.0682 -0.245
C 4.0786 -0.1752 -2.1771 -0.053
C 3.9835 1.1921 -2.3620 -0.096
C 4.5517 2.0595 -1.4442 -0.095
C 5.2196 1.5474 -0.3456 -0.098
C 5.3090 0.1786 -0.1622 -0.055
H 5.8335 -0.2119 0.6986 0.111
H 5.6743 2.2179 0.3700 0.105
H 4.4731 3.1274 -1.5840 0.103
H 3.4682 1.5842 -3.2276 0.105
H 3.6406 -0.8445 -2.9045 0.115
H 5.2274 -2.6437 -1.7802 0.118
H 5.5086 -2.4057 -0.0519 0.112
H 3.5980 -2.4139 1.5216 0.120
H 1.9937 -2.9634 1.0053 0.122
H 3.4451 -0.4069 2.3882 0.120
H 1.7010 -0.6554 2.6101 0.122
H 2.2583 1.7535 2.7059 0.128
H 3.0941 1.6494 1.1508 0.105
O 1.0761 2.9635 0.6396 0.010
H 0.2635 3.2333 0.1923 0.091
H -4.8623 -0.8692 0.8094 0.099
H -6.5713 -2.0696 1.8770 0.096
H -5.7231 -3.0482 0.6438 0.095